(1)
ORCA calculation (ωB97M-V/def2-TZVPD) on a structure of composition C32H20BrF10N6OPd.

Geometry (Å):
Pd (-0.25, -0.10, 1.16)
C (-3.29, -0.36, 1.44)
N (-2.10, -0.53, 2.28)
C (-1.95, -1.95, 2.65)
C (-0.61, -2.27, 3.28)
N (0.46, -1.78, 2.43)
C (1.71, -1.69, 2.94)
C (2.73, -1.13, 2.12)
F (2.41, -0.75, 0.87)
C (4.03, -0.93, 2.53)
F (4.91, -0.38, 1.68)
C (4.43, -1.30, 3.80)
F (5.70, -1.10, 4.21)
C (3.50, -1.88, 4.63)
F (3.86, -2.27, 5.86)
C (2.19, -2.07, 4.21)
F (1.38, -2.69, 5.10)
C (-2.12, 0.42, 3.41)
C (-0.74, 0.84, 3.91)
N (0.05, 1.29, 2.79)
C (1.33, 1.67, 3.01)
C (2.05, 1.71, 4.23)
F (1.47, 1.36, 5.40)
C (3.38, 2.09, 4.31)
F (3.99, 2.08, 5.51)
C (4.09, 2.46, 3.19)
F (5.39, 2.82, 3.28)
C (3.43, 2.46, 1.98)
F (4.09, 2.81, 0.87)
C (2.11, 2.08, 1.90)
F (1.54, 2.07, 0.68)
H (-4.20, -0.57, 2.01)
H (-3.23, -1.04, 0.59)
H (-3.31, 0.66, 1.06)
H (-2.05, -2.52, 1.72)
H (-2.76, -2.25, 3.32)
H (-0.57, -3.36, 3.40)
H (-0.58, -1.86, 4.29)
H (-2.72, 0.01, 4.23)
H (-2.62, 1.32, 3.04)
H (-0.27, 0.02, 4.47)
H (-0.91, 1.64, 4.64)
Br (-0.77, 4.85, -8.15)
C (-1.14, 3.08, -7.57)
C (-2.37, 2.52, -7.86)
C (-2.63, 1.22, -7.44)
C (-1.68, 0.50, -6.72)
C (-0.44, 1.08, -6.47)
C (-0.17, 2.37, -6.89)
N (-1.93, -0.87, -6.43)
N (-1.86, -1.34, -5.28)
C (-1.70, -0.60, -4.10)
C (-2.17, 0.69, -3.85)
C (-2.06, 1.30, -2.62)
C (-1.44, 0.67, -1.51)
O (-1.29, 1.22, -0.39)
C (-1.00, -0.71, -1.75)
N (-0.45, -1.34, -0.69)
C (-0.03, -2.58, -0.80)
C (-0.13, -3.28, -2.01)
C (-0.68, -2.67, -3.10)
C (-1.14, -1.33, -3.00)
H (-3.12, 3.08, -8.40)
H (-3.58, 0.75, -7.67)
H (0.31, 0.52, -5.92)
H (0.79, 2.82, -6.68)
H (-2.67, 1.23, -4.64)
H (-2.45, 2.30, -2.47)
H (0.41, -3.01, 0.09)
H (0.22, -4.30, -2.07)
H (-0.78, -3.18, -4.05)

* calculated total energy: -5335.71661 Eh
* charge: -1
* ΔE to the lowest compared entry with this formula, charge and spin: 0.000 eV
* ⟨S²⟩: 2.006
* spin multiplicity: 3
* E_LUMO (alpha / beta): 2.007 / 1.967 eV
* HOMO (alpha / beta): -4.08 / -4.52 eV
* frontier orbital gap (alpha / beta): 6.08 / 6.49 eV

Mulliken population analysis, charges in e, atoms 1 to 5:
1. Pd 0.303
2. C -1.412
3. N 1.131
4. C -1.304
5. C -0.956



(2)
ORCA calculation (ωB97M-V/def2-TZVPD) on a structure of composition C32H20BrN8OPbS2 at a distorted geometry.

Geometry (Å):
Pb (6.21, -15.85, 8.22)
Br (8.89, -18.29, 14.98)
C (8.59, -17.65, 13.26)
C (9.24, -16.44, 12.92)
C (9.29, -16.13, 11.61)
C (8.30, -16.66, 10.70)
O (7.93, -15.93, 9.70)
C (7.67, -17.94, 11.02)
C (6.92, -18.77, 10.12)
N (6.32, -18.40, 9.04)
C (5.52, -19.23, 8.29)
C (4.93, -20.44, 8.74)
C (4.39, -21.39, 7.84)
C (4.49, -21.10, 6.44)
C (4.85, -19.81, 5.97)
C (4.61, -19.43, 4.61)
C (4.96, -18.15, 4.27)
C (5.61, -17.30, 5.16)
N (5.89, -17.67, 6.44)
C (5.38, -18.90, 6.87)
C (7.99, -18.52, 12.29)
H (9.79, -15.85, 13.70)
H (10.02, -15.37, 11.28)
H (6.98, -19.82, 10.32)
H (4.77, -20.61, 9.82)
H (3.97, -22.26, 8.31)
H (4.21, -21.85, 5.62)
H (4.47, -20.15, 3.80)
H (4.70, -17.74, 3.28)
H (5.90, -16.27, 4.89)
H (7.71, -19.53, 12.60)
C (11.67, -16.41, 5.36)
C (11.10, -15.33, 4.74)
C (9.90, -14.86, 5.18)
C (9.22, -15.38, 6.36)
C (9.85, -16.46, 7.03)
C (11.06, -16.93, 6.51)
N (7.97, -14.85, 6.56)
N (7.80, -13.68, 6.01)
C (6.55, -13.19, 5.98)
C (6.50, -11.86, 5.42)
C (5.26, -11.35, 5.18)
C (4.10, -12.03, 5.49)
C (4.24, -13.29, 6.04)
N (5.43, -13.90, 6.24)
H (12.52, -16.96, 4.96)
H (11.57, -14.89, 3.84)
H (9.36, -14.00, 4.75)
H (9.33, -16.88, 7.90)
H (11.53, -17.78, 7.04)
H (7.34, -11.21, 5.16)
H (5.09, -10.26, 4.96)
H (3.12, -11.60, 5.40)
H (3.33, -13.80, 6.24)
S (5.36, -13.05, 9.70)
C (6.70, -12.08, 10.09)
C (7.86, -12.80, 10.61)
N (8.73, -13.47, 11.01)
C (6.98, -10.74, 9.81)
S (5.84, -9.59, 9.46)
C (8.34, -10.32, 10.00)
N (9.43, -9.88, 10.14)
N (3.10, -16.24, 10.07)
C (3.94, -16.26, 9.24)
H (2.51, -16.09, 10.87)

* calculated total energy: -5307.50385 Eh
* charge: +1
* ΔE to the lowest compared entry with this formula, charge and spin: 2.028 eV
* E_LUMO (alpha / beta): -5.976 / -5.981 eV
* HOMO (alpha / beta): -9.43 / -9.43 eV
* frontier orbital gap (alpha / beta): 3.45 / 3.45 eV

Mulliken population analysis, charges in e, atoms 1 to 5:
1. Pb 1.266
2. Br -0.195
3. C 0.147
4. C -0.412
5. C -0.883



(3)
ORCA calculation (ωB97M-V/def2-TZVPD) on a structure of composition C32H20BrN8OPbS2 at a distorted geometry.

Geometry (Å):
Pb (-0.92, 0.01, -0.60)
Br (3.24, -5.69, 2.85)
C (2.02, -4.59, 1.98)
C (1.15, -5.10, 1.02)
C (0.14, -4.34, 0.44)
C (-0.11, -2.98, 0.85)
O (-1.14, -2.33, 0.48)
C (0.88, -2.31, 1.77)
C (0.49, -1.08, 2.46)
N (-0.10, -0.08, 1.92)
C (-0.47, 1.06, 2.57)
C (0.36, 1.76, 3.46)
C (-0.06, 2.95, 4.05)
C (-1.34, 3.46, 3.77)
C (-2.20, 2.83, 2.86)
C (-3.52, 3.26, 2.57)
C (-4.30, 2.53, 1.68)
C (-3.76, 1.39, 1.09)
N (-2.52, 0.97, 1.35)
C (-1.76, 1.61, 2.24)
C (2.06, -3.24, 2.40)
H (1.26, -6.14, 0.79)
H (-0.54, -4.76, -0.29)
H (0.85, -1.04, 3.51)
H (1.33, 1.33, 3.68)
H (0.57, 3.49, 4.75)
H (-1.69, 4.37, 4.22)
H (-3.89, 4.15, 3.04)
H (-5.30, 2.85, 1.43)
H (-4.34, 0.81, 0.37)
H (2.42, -2.95, 3.41)
C (4.00, -2.57, -3.21)
C (2.81, -2.93, -2.55)
C (1.93, -1.96, -2.13)
C (2.26, -0.59, -2.24)
C (3.46, -0.23, -2.86)
C (4.28, -1.22, -3.39)
N (1.42, 0.40, -1.71)
N (1.87, 1.62, -1.77)
C (1.09, 2.61, -1.32)
C (1.66, 3.93, -1.34)
C (0.89, 5.00, -1.00)
C (-0.46, 4.81, -0.63)
C (-0.91, 3.51, -0.62)
N (-0.18, 2.45, -0.93)
H (4.66, -3.33, -3.60)
H (2.61, -3.98, -2.39)
H (0.99, -2.23, -1.65)
H (3.63, 0.84, -2.91)
H (5.14, -0.92, -3.96)
H (2.70, 4.02, -1.63)
H (1.30, 6.00, -1.05)
H (-1.13, 5.63, -0.39)
H (-1.95, 3.31, -0.41)
S (-3.14, 0.94, -2.18)
C (-3.72, -0.51, -2.83)
C (-5.06, -0.41, -3.33)
N (-6.14, -0.35, -3.77)
C (-3.03, -1.75, -3.00)
S (-1.51, -2.22, -2.49)
C (-3.68, -2.82, -3.71)
N (-4.18, -3.66, -4.34)
N (3.15, -1.57, 0.74)
C (2.32, -2.18, 1.43)
H (4.09, -1.83, 1.05)

* calculated total energy: -5307.57836 Eh
* charge: +1
* ΔE to the lowest compared entry with this formula, charge and spin: 0.000 eV
* E_LUMO (alpha / beta): -4.613 / -4.902 eV
* HOMO (alpha / beta): -10.63 / -10.19 eV
* frontier orbital gap (alpha / beta): 6.02 / 5.28 eV

Mulliken population analysis, charges in e, atoms 1 to 5:
1. Pb 1.274
2. Br -0.050
3. C -0.091
4. C -0.386
5. C -0.577



> What is the formula in the third record?

C32H20BrN8OPbS2



> The lowest calculated total energy belongs to which entry?

C32H20BrF10N6OPd



> calculated total energy of number 1 (C32H20BrF10N6OPd)?

-5335.71661 Eh



> Which formula does entry 2 have?

C32H20BrN8OPbS2